# C21H33N3O3

The molecule C21H33N3O3 (ωB97M-V/def2-TZVPD, the OMol25 dataset).

Atoms and positions in Å:
C: 0.51714 0.82148 3.95703
C: 1.91380 0.26888 3.69831
C: 1.94265 -0.61242 2.45265
C: 3.34851 -1.12683 2.13373
N: 3.31807 -1.98414 0.95464
C: 3.08102 -3.37091 1.30454
C: 4.45245 -1.83464 0.05017
C: 4.08495 -2.14975 -1.40481
C: 3.02498 -1.19320 -1.95222
N: 1.77949 -1.36495 -1.24131
C: 0.59568 -1.55235 -1.84515
O: 0.42639 -1.48659 -3.04558
C: -0.54300 -1.80882 -0.85342
C: -1.78776 -2.38755 -1.52383
C: -2.95758 -1.72660 -0.81949
O: -4.12491 -2.04264 -0.88325
N: -2.46519 -0.70973 -0.07661
C: -3.29200 0.25120 0.61506
C: -3.30311 1.57740 -0.09968
C: -3.86001 1.66913 -1.36696
C: -3.85366 2.86147 -2.06832
C: -3.28132 3.99546 -1.50106
O: -3.21928 5.22053 -2.09357
C: -3.77584 5.37515 -3.37643
C: -2.71788 3.90727 -0.22763
C: -2.72649 2.71128 0.45869
C: -1.05024 -0.48921 -0.24313
H: 0.18813 1.43118 3.11783
H: 0.50961 1.43865 4.85193
H: -0.19566 0.01088 4.09423
H: 2.61383 1.09762 3.57121
H: 2.24221 -0.31242 4.56272
H: 1.58656 -0.03561 1.59584
H: 1.26481 -1.45675 2.59533
H: 3.75988 -1.65715 3.00558
H: 3.99295 -0.26642 1.93972
H: 2.90191 -3.95289 0.40256
H: 2.19748 -3.44033 1.93632
H: 3.93073 -3.81560 1.84421
H: 4.79007 -0.79649 0.09330
H: 5.29530 -2.47557 0.35805
H: 3.72108 -3.17381 -1.49205
H: 4.98792 -2.06321 -2.01070
H: 2.83261 -1.38441 -3.01096
H: 3.37113 -0.15794 -1.84325
H: 1.91190 -1.50392 -0.24136
H: -0.18774 -2.47149 -0.05971
H: -1.85331 -3.47230 -1.46747
H: -1.80226 -2.10028 -2.57928
H: -4.29763 -0.17903 0.64153
H: -2.92229 0.37173 1.63975
H: -4.30677 0.79182 -1.81132
H: -4.29753 2.89337 -3.05060
H: -3.61551 6.41868 -3.64313
H: -3.27813 4.73405 -4.11116
H: -4.84995 5.16323 -3.37705
H: -2.27748 4.79405 0.20022
H: -2.28603 2.66012 1.44457
H: -0.58763 -0.26454 0.72220
H: -0.86706 0.35587 -0.92149

* structure (SMILES): CCCCN(C)CCCNC(=O)[C@@H]1CC(=O)N(Cc2ccc(OC)cc2)C1
* maximum force: 0.57 eV Å⁻¹
* total energy: -32926.35414 eV
* Kohn-Sham gap: 8.9808 eV
* ΔE to the lowest compared entry with this formula, charge and spin: 1.122 eV

Atomic partial charges in e from the natural (NBO) method, atoms 1 to 6: atom 1 (C): -0.60, atom 2 (C): -0.39, atom 3 (C): -0.40, atom 4 (C): -0.21, atom 5 (N): -0.48, atom 6 (C): -0.41

# C21H33N3O3

The molecule C21H33N3O3 (ωB97M-V/def2-TZVPD, the OMol25 dataset).

Atoms and positions in Å:
O: -2.68517 -0.19430 -1.71967
C: -3.01799 -0.60679 -0.62798
N: -3.86723 0.07889 0.17574
C: -4.58283 1.24641 -0.27508
C: -6.07549 0.92326 -0.45456
C: -6.90317 2.16143 -0.82284
C: -7.44217 2.61545 0.53258
C: -7.63150 1.27699 1.24153
O: -6.59082 0.43394 0.78235
C: -2.52476 -1.91134 -0.00508
C: -1.67916 -1.64638 1.24608
C: -0.33955 -1.02266 0.86018
N: 0.38012 -1.94918 0.00956
C: 1.80375 -1.70336 -0.14134
C: 2.57062 -2.05878 1.13482
C: 4.06955 -1.93492 0.88371
N: 4.39719 -0.57547 0.49694
C: 5.83398 -0.37291 0.40319
C: 6.16708 1.07246 0.24013
C: 5.86998 2.15893 1.00917
C: 6.44164 3.27696 0.35408
C: 7.04395 2.78706 -0.76146
O: 6.88047 1.45450 -0.84075
C: 3.72118 -0.21596 -0.73712
C: 2.20992 -0.28031 -0.55166
C: -0.33152 -2.10262 -1.24730
C: -1.69904 -2.73465 -0.99522
H: -4.25570 -0.36760 0.99224
H: -4.14307 1.54883 -1.22756
H: -4.46670 2.04893 0.46042
H: -6.16882 0.12603 -1.20339
H: -6.29832 2.91803 -1.31665
H: -7.72590 1.88232 -1.48122
H: -8.36916 3.17821 0.45684
H: -6.70118 3.22033 1.05586
H: -7.55888 1.34345 2.32933
H: -8.60291 0.83434 0.97808
H: -3.41740 -2.48263 0.27931
H: -2.20445 -0.98815 1.94041
H: -1.48641 -2.59711 1.74644
H: 0.24302 -0.83527 1.76304
H: -0.52573 -0.05797 0.35634
H: 2.14158 -2.39178 -0.92741
H: 2.30099 -1.37525 1.93928
H: 2.32405 -3.07511 1.44296
H: 4.61626 -2.17031 1.80116
H: 4.37606 -2.66146 0.10741
H: 6.28090 -0.92818 -0.44177
H: 6.28106 -0.74407 1.33151
H: 5.31049 2.15625 1.92111
H: 6.40860 4.29866 0.67294
H: 7.60012 3.26004 -1.54618
H: 4.01736 0.80202 -1.00199
H: 4.02105 -0.88649 -1.56523
H: 1.92226 0.42433 0.22901
H: 1.71483 0.00465 -1.48136
H: 0.24801 -2.76022 -1.90008
H: -0.47585 -1.14110 -1.76196
H: -1.55633 -3.73591 -0.58493
H: -2.23281 -2.81385 -1.94311

* structure (SMILES): O=C(NC[C@@H]1CCCO1)C1CCN(C2CCN(Cc3ccco3)CC2)CC1
* maximum force: 0.84 eV Å⁻¹
* total energy: -32925.32330 eV
* Kohn-Sham gap: 8.9068 eV
* ΔE to the lowest compared entry with this formula, charge and spin: 2.153 eV

Atomic partial charges in e from the natural (NBO) method, atoms 1 to 6: atom 1 (O): -0.64, atom 2 (C): 0.69, atom 3 (N): -0.62, atom 4 (C): -0.24, atom 5 (C): 0.09, atom 6 (C): -0.43

# C21H33N3O7P2Sn

C21H33N3O7P2Sn as an isolated structure in a non-equilibrium geometry (ωB97M-V/def2-TZVPD, the OMol25 dataset).

Atoms and positions in Å:
P: 1.75577 -3.22985 -2.03348
P: -1.71922 -3.70102 -0.03675
C: 0.70682 -4.54858 -1.34457
C: -0.83959 -4.44094 -1.44784
H: 1.02902 -4.78809 -0.31795
H: 0.99470 -5.43042 -1.94100
H: -1.17873 -3.96621 -2.38635
H: -1.23976 -5.47063 -1.50294
C: -1.57960 -4.87986 1.33118
H: -2.03469 -4.44090 2.22833
H: -0.52758 -5.10957 1.54218
H: -2.11027 -5.80099 1.06643
C: -3.46019 -3.67486 -0.47495
H: -3.88371 -4.66116 -0.23699
H: -3.57364 -3.48277 -1.54999
H: -3.98464 -2.90562 0.10615
C: 3.48178 -3.57998 -1.70261
H: 4.08838 -2.67544 -1.83445
H: 3.82900 -4.34472 -2.40824
H: 3.62604 -3.95370 -0.68265
C: 1.55635 -3.41486 -3.81803
H: 0.49614 -3.46726 -4.09298
H: 2.04364 -4.35350 -4.10686
H: 2.03490 -2.58011 -4.34549
Sn: -1.26923 2.54705 -0.47175
C: -1.16667 -2.14412 0.66470
C: -0.11860 -2.22191 1.67783
C: 1.27169 -2.30217 1.34640
C: 1.93915 -0.96479 0.82790
C: 2.24160 -1.01502 -0.57996
C: 1.38231 -1.52930 -1.64595
C: -0.17623 -1.25928 -1.67622
C: -0.94981 -0.98637 -0.39082
C: 0.45650 3.61408 -1.31700
H: -2.08587 -1.85111 1.21898
H: -0.42649 -2.21623 2.72417
H: 1.40092 -3.07858 0.56951
H: 1.83986 -2.65442 2.22292
H: 1.33453 -0.07870 1.11044
H: 2.88952 -0.85330 1.38184
H: 3.17246 -0.54790 -0.91650
H: 1.77345 -1.04307 -2.56872
H: -0.69256 -2.02881 -2.27772
H: -0.28571 -0.34738 -2.28757
H: -0.51847 -0.12786 0.14626
H: -1.94759 -0.63622 -0.71117
H: 0.16819 4.65183 -1.52258
H: 0.74055 3.10093 -2.24426
H: 1.29508 3.60694 -0.60904
O: 0.37427 9.05677 3.65033
N: -0.53325 8.75863 2.84437
O: -1.32285 9.59496 2.37357
C: -0.64763 7.37419 2.44268
C: 0.27953 6.45202 2.95989
C: 0.28330 5.15579 2.46419
C: -0.74246 4.68988 1.59131
O: -0.85646 3.40404 1.41904
C: -1.64943 5.67083 1.02742
C: -1.62416 6.98394 1.51386
N: -2.64464 5.37431 0.04744
O: -3.51659 6.20012 -0.21238
O: -2.64095 4.23632 -0.60670
N: 1.32684 4.20578 2.86135
O: 1.83036 4.36419 3.99450
O: 1.67508 3.30882 2.07806
H: 0.99110 6.73968 3.72189
H: -2.36157 7.69649 1.14735

* maximum force: 3.12 eV Å⁻¹
* total energy: -65497.41561 eV
* total charge: +2
* Kohn-Sham gap (spin up / spin down): 6.6423 / 6.4835 eV
* ΔE to the lowest compared entry with this formula, charge and spin: 0.014 eV

Atomic partial charges in e from the natural (NBO) method, atoms 1 to 6: atom 1 (P): 1.62, atom 2 (P): 1.59, atom 3 (C): -0.76, atom 4 (C): -0.75, atom 5 (H): 0.27, atom 6 (H): 0.29

# C21H34N2O5PTl

C21H34N2O5PTl as an isolated structure (ωB97M-V/def2-TZVPD, the OMol25 dataset).

Atoms and positions in Å:
Tl: 0.39329 0.61099 2.62181
N: 1.03614 4.09911 0.23628
C: -0.26296 3.67711 0.77478
C: -1.04610 2.81156 -0.20806
O: -1.13510 3.20739 -1.36974
N: -1.99198 1.29559 1.55890
C: -2.78593 0.12814 1.92991
C: -2.14546 -1.25706 1.78785
O: -2.88804 -2.17340 1.40860
O: -0.94334 -1.36682 2.16305
H: 0.86565 4.34061 -0.73775
H: 1.61058 3.26231 0.19442
H: -0.87651 4.56294 0.96219
H: -0.11430 3.18861 1.73415
H: -3.75106 0.11990 1.41456
H: -2.98100 0.24065 3.00010
C: -2.35875 0.78437 -0.88784
C: -1.45579 1.40821 0.18677
O: -0.12946 1.01933 0.11582
C: -2.55487 2.46561 2.15818
C: -3.39491 3.32300 1.47418
C: -3.90522 4.48007 2.07208
C: -3.56746 4.73855 3.39621
C: -2.73790 3.88260 4.10762
C: -2.17187 2.71727 3.52409
O: -1.35979 1.94501 4.14407
H: -1.73331 0.42606 -1.70256
H: -3.02557 1.54471 -1.30076
H: -2.94809 -0.05089 -0.51429
H: -3.64455 3.09427 0.44210
H: -4.54682 5.15173 1.51467
H: -3.95337 5.62945 3.88456
H: -2.46155 4.10620 5.13292
C: 2.93151 -4.13169 0.76256
C: 3.09486 -3.37290 -0.56170
C: 2.92652 -4.35277 -1.72689
P: 2.06090 -1.80385 -0.48256
C: 3.03596 -0.67707 -1.63233
C: 2.21002 0.54007 -2.04101
C: 3.74771 -1.25835 -2.85806
C: 0.44433 -2.12625 -1.30416
C: 0.34672 -2.32479 -2.81613
C: -0.27164 -3.24724 -0.53987
H: 3.61800 -4.98552 0.81266
H: 1.91338 -4.51061 0.87041
H: 3.12003 -3.47843 1.61458
H: 4.11923 -2.97993 -0.58196
H: 1.94308 -4.82451 -1.69499
H: 3.67356 -5.15334 -1.65534
H: 3.03359 -3.87817 -2.69912
H: 3.81995 -0.32229 -0.95116
H: 1.49096 0.28956 -2.82468
H: 2.86666 1.32173 -2.44041
H: 1.61363 0.93483 -1.21859
H: 3.03965 -1.65182 -3.58929
H: 4.44863 -2.05291 -2.60322
H: 4.31875 -0.46330 -3.35329
H: -0.05865 -1.19121 -1.03758
H: 0.79126 -3.27040 -3.13862
H: 0.81272 -1.51764 -3.37981
H: -0.71215 -2.34884 -3.09809
H: 0.17998 -4.22346 -0.73953
H: -1.31983 -3.29505 -0.84672
H: -0.27392 -3.05707 0.53602

* maximum force: 0.75 eV Å⁻¹
* total energy: -49530.41490 eV
* total charge: -2
* Kohn-Sham gap: 5.6846 eV
* ΔE to the lowest compared entry with this formula, charge and spin: 0.494 eV

Atomic partial charges in e from the natural (NBO) method, atoms 1 to 6: atom 1 (Tl): 0.76, atom 2 (N): -0.84, atom 3 (C): -0.32, atom 4 (C): 0.61, atom 5 (O): -0.69, atom 6 (N): -0.53